No. 1
Here is one molecule with the formula HN3O4 in a non-equilibrium geometry from the Open Molecules 2025 dataset. Energies are from wB97M-V/def2-TZVPD.

## Properties
E_HOMO = -10.40 eV
E = -12668.3673 eV

Positions of all 8 atoms, in Å:
N1 1.41 0.54 0.38
N2 -0.74 -0.28 0.12
O1 2.05 1.30 1.04
H1 -0.77 -1.10 0.58
O2 -0.02 0.62 0.72
O3 -2.15 -0.86 -1.35
N3 -1.42 0.00 -1.00
O4 1.65 -0.23 -0.49



No. 2
Here is a 2-piece molecular cluster, HN3O4 overall in a non-equilibrium geometry from the Open Molecules 2025 dataset. Energies are from wB97M-V/def2-TZVPD.

## Properties
E_HOMO = -11.28 eV
E = -12669.9207 eV

Positions of all 8 atoms, in Å:
N1 1.08 -1.02 -0.12
O1 -2.58 1.35 -0.60
O2 1.91 0.04 -0.11
O3 -0.08 -0.77 -0.01
N2 -2.01 0.97 0.34
N3 -1.40 0.53 1.16
O4 1.62 -2.04 -0.28
H1 1.47 0.94 -0.38



No. 3
Here is a 2-piece molecular cluster, HN3O4 overall in a non-equilibrium geometry from the Open Molecules 2025 dataset. Energies are from wB97M-V/def2-TZVPD.

## Properties
E_HOMO = -11.36 eV
E = -12669.9492 eV

Positions of all 8 atoms, in Å:
H1 -1.53 0.07 0.65
O1 0.22 0.50 -0.86
O2 0.26 -2.61 -0.74
O3 0.00 2.53 -0.13
N1 -0.17 1.37 -0.14
N2 0.83 -1.82 -0.11
O4 -0.97 0.93 0.94
N3 1.35 -0.97 0.39



No. 4
Here is one molecule with the formula HN3O4S in a non-equilibrium geometry from the Open Molecules 2025 dataset. Energies are from wB97M-V/def2-TZVPD.

## Properties
E_HOMO = -11.03 eV
E = -23504.6790 eV

Positions of all 9 atoms, in Å:
H1 0.17 0.62 1.07
O1 3.53 -1.35 -1.50
N1 1.46 -2.70 -0.60
O2 1.35 -0.18 -0.45
O3 2.32 -3.11 0.06
N2 0.14 0.42 -0.72
N3 -0.29 0.99 0.27
S1 2.08 -1.29 -1.72
O4 0.26 -2.90 -0.59



No. 5
Here is one molecule with the formula HNO2 in a non-equilibrium geometry from the Open Molecules 2025 dataset. Energies are from wB97M-V/def2-TZVPD.

## Properties
E_HOMO = -10.67 eV
E = -5598.2432 eV

Positions of all 4 atoms, in Å:
H1 -1.42 0.27 0.29
N1 0.63 0.40 -0.12
O1 -0.69 -0.32 -0.13
O2 1.48 -0.34 -0.04



No. 6
Here is one molecule with the formula HNO2S in a non-equilibrium geometry from the Open Molecules 2025 dataset. Energies are from wB97M-V/def2-TZVPD.

## Properties
E_HOMO = -10.85 eV
E = -16432.2889 eV

Positions of all 5 atoms, in Å:
O1 -3.85 -0.17 0.02
H1 -1.10 1.51 -0.28
S1 -2.43 -0.21 -0.02
O2 -2.16 1.24 0.01
N1 -1.21 -0.87 0.00



No. 7
Here is one molecule with the formula HNO2S in a non-equilibrium geometry from the Open Molecules 2025 dataset. Energies are from wB97M-V/def2-TZVPD.

## Properties
E_HOMO = -10.44 eV
E = -16431.5280 eV

Positions of all 5 atoms, in Å:
N1 -0.33 -1.45 0.36
O1 -0.63 0.09 1.34
S1 0.64 -0.22 0.40
H1 -0.31 0.87 -1.05
O2 0.64 0.71 -1.04



No. 8
Here is one molecule with the formula HNO3S in a non-equilibrium geometry from the Open Molecules 2025 dataset. Energies are from wB97M-V/def2-TZVPD.

## Properties
E_HOMO (spin up / spin down) = -6.17 / -11.78 eV
⟨S²⟩ = 2.01
2S+1 = 3
E = -18475.0969 eV

Positions of all 6 atoms, in Å:
S1 -1.55 -0.75 0.52
O1 1.89 0.77 0.40
O2 -0.29 0.19 0.78
N1 1.00 0.20 -0.09
O3 0.85 -0.31 -1.09
H1 -1.91 -0.09 -0.52